Entry 1:
Computed, not measured: C31H84CdNO12 as an isolated structure in a non-equilibrium geometry, with wB97M-V/def2-TZVPD.

Positions of all 129 atoms, in Å:
Cd (7.0424, 0.9995, -3.3134)
C (0.2867, 1.0655, 0.9109)
C (1.3097, -0.0215, 1.4109)
C (0.6424, -0.7599, 2.5981)
C (-0.4545, -1.7817, 2.2693)
C (0.1217, -2.8338, 1.2260)
C (0.8642, -2.0968, -0.0117)
N (1.7446, -1.0429, 0.4369)
O (2.7214, -0.5701, -0.5580)
C (-0.3291, -1.6806, -0.8675)
C (1.7622, -3.2065, -0.8287)
C (2.5635, 0.6523, 2.0464)
H (0.4689, 1.1948, -0.1559)
H (0.5105, 2.0601, 1.2966)
H (-0.7545, 0.7692, 1.0383)
H (0.3125, 0.0052, 3.3010)
H (1.4253, -1.3612, 3.0604)
H (-1.2455, -1.3291, 1.6714)
H (-0.9198, -2.2422, 3.1408)
H (-0.6821, -3.4958, 0.9038)
H (0.7714, -3.5361, 1.7483)
H (-0.9858, -2.5240, -1.0808)
H (-0.0830, -1.2942, -1.8565)
H (-0.9394, -0.9043, -0.4059)
H (1.2198, -4.1518, -0.8145)
H (2.7606, -3.4527, -0.4671)
H (1.8630, -3.1535, -1.9128)
H (2.1512, 1.4447, 2.6710)
H (3.2035, 1.2781, 1.4244)
H (3.1724, -0.0802, 2.5762)
C (-2.1783, 1.1244, -8.6573)
C (-3.4389, 0.4169, -8.3242)
O (-4.5222, 1.3234, -8.5250)
H (-2.1316, 1.5375, -9.6649)
H (-1.3435, 0.4553, -8.4490)
H (-2.0084, 1.9216, -7.9336)
H (-3.4809, 0.1294, -7.2737)
H (-3.5408, -0.4710, -8.9482)
H (-4.2309, 1.9787, -9.1632)
C (7.8321, -5.9200, 3.1455)
C (7.3849, -4.5105, 2.7522)
O (7.4972, -4.4063, 1.3618)
H (8.8145, -6.1552, 2.7362)
H (7.0174, -6.6189, 2.9563)
H (7.8362, -5.8782, 4.2347)
H (7.9254, -3.6665, 3.1807)
H (6.3613, -4.3581, 3.0945)
H (6.6163, -4.6278, 1.0512)
C (-6.3729, 3.3153, 3.5194)
C (-6.3458, 1.9567, 4.2127)
O (-7.4537, 1.7596, 4.9943)
H (-6.7827, 4.1269, 4.1206)
H (-6.8880, 3.3534, 2.5596)
H (-5.3426, 3.5697, 3.2706)
H (-5.4459, 1.8986, 4.8249)
H (-6.3462, 1.2443, 3.3877)
H (-7.0951, 1.3612, 5.7908)
C (-0.5124, -5.7435, -8.4080)
C (-0.4384, -7.0011, -9.2313)
O (-0.0173, -6.7649, -10.5418)
H (-1.0716, -5.0040, -8.9812)
H (0.4913, -5.3190, -8.3814)
H (-0.9108, -5.8665, -7.4009)
H (-1.4660, -7.3645, -9.2164)
H (0.2151, -7.7479, -8.7804)
H (-0.7699, -6.5022, -11.0768)
C (-6.5619, -6.3536, 3.2645)
C (-6.5571, -7.9014, 3.5539)
O (-5.3706, -8.5261, 2.9697)
H (-7.3482, -5.9495, 3.9022)
H (-6.5696, -6.2686, 2.1779)
H (-5.6158, -5.9613, 3.6377)
H (-7.4123, -8.3994, 3.0971)
H (-6.4887, -8.0587, 4.6303)
H (-5.5926, -8.7722, 2.0687)
C (0.7735, -2.9034, 10.5070)
C (1.5338, -1.6855, 11.1585)
O (1.7757, -2.0021, 12.5228)
H (-0.0322, -3.2790, 11.1377)
H (1.5029, -3.6196, 10.1286)
H (0.3369, -2.5503, 9.5727)
H (0.8718, -0.8196, 11.1580)
H (2.4944, -1.4750, 10.6882)
H (2.0073, -1.1891, 12.9778)
C (0.0272, 11.3009, 2.1002)
C (1.1826, 10.6092, 1.3981)
O (2.4546, 10.9143, 1.9542)
H (-0.9357, 10.9393, 1.7395)
H (0.1165, 12.3789, 2.2353)
H (0.0076, 11.0999, 3.1714)
H (1.2312, 10.9499, 0.3638)
H (1.1352, 9.5211, 1.3539)
H (2.8731, 11.5589, 1.3789)
C (-8.2619, -2.1039, -2.6466)
C (-8.3312, -3.4066, -3.3784)
O (-9.5335, -3.4497, -4.0724)
H (-7.2934, -2.0506, -2.1492)
H (-9.0272, -2.0509, -1.8723)
H (-8.4845, -1.2297, -3.2583)
H (-8.1816, -4.3075, -2.7834)
H (-7.6199, -3.4283, -4.2041)
H (-9.4006, -2.8543, -4.8136)
C (5.3606, 6.5461, -3.8285)
C (5.1029, 5.6142, -2.7120)
O (6.2455, 4.9295, -2.3505)
H (5.8331, 7.4613, -3.4716)
H (4.3801, 6.9258, -4.1158)
H (5.7965, 6.0809, -4.7126)
H (4.2575, 4.9640, -2.9368)
H (4.8642, 6.1253, -1.7793)
H (6.6062, 5.4309, -1.6155)
C (-3.3143, 5.1768, -3.4566)
C (-4.4496, 5.9200, -2.7221)
O (-4.4404, 7.3324, -2.8935)
H (-3.3448, 4.1212, -3.1866)
H (-2.3190, 5.5776, -3.2646)
H (-3.4666, 5.3294, -4.5251)
H (-4.1916, 5.8570, -1.6649)
H (-5.3989, 5.4190, -2.9115)
H (-5.2252, 7.6688, -2.4548)
C (10.4374, 1.4533, 2.5585)
C (10.6954, 0.9336, 1.1185)
O (9.5189, 0.7206, 0.3589)
H (9.9334, 2.4168, 2.4834)
H (11.3757, 1.5835, 3.0978)
H (9.7855, 0.8283, 3.1688)
H (11.1419, -0.0605, 1.0937)
H (11.3961, 1.6241, 0.6491)
H (9.3331, -0.1537, 0.7092)

Properties
LUMO ... -8.0 eV
Net charge ... +1
Gap between HOMO and LUMO ... 1.5 eV
Strongest force on any atom ... 9.705 eV/Å
Multiplicity ... 1
E ... -64114.81851 eV

***

Entry 2:
Computed, not measured: C31H85O16Ti as an isolated structure in a non-equilibrium geometry, with wB97M-V/def2-TZVPD.

Positions of all 133 atoms, in Å:
Ti (13.2245, 13.9607, 12.1878)
C (12.2856, 11.3098, 15.5132)
C (13.2881, 11.8685, 14.4910)
O (12.6062, 12.4269, 13.4626)
H (12.7236, 10.9487, 16.4210)
H (11.7098, 10.5304, 15.0807)
H (11.5526, 12.0908, 15.7408)
H (13.9169, 11.0790, 14.0299)
H (13.9717, 12.5402, 15.0276)
C (9.3888, 16.1095, 13.9484)
C (10.8985, 16.1378, 13.8406)
C (11.5495, 16.0100, 15.1589)
O (11.2836, 15.0691, 12.8012)
H (8.9294, 15.2128, 14.3957)
H (8.9059, 16.2884, 12.9881)
H (9.0880, 16.9463, 14.5420)
H (11.1953, 17.0433, 13.3072)
H (12.5789, 15.6013, 15.0029)
H (11.0390, 15.2053, 15.6671)
H (11.5120, 16.9223, 15.7469)
H (10.6184, 14.3268, 13.0015)
C (7.7845, 8.0236, 10.7003)
C (9.1430, 8.5077, 10.2585)
C (9.4594, 8.1059, 8.8254)
O (9.2310, 9.9073, 10.5025)
H (6.8820, 8.5473, 10.4162)
H (7.7305, 7.8703, 11.7621)
H (7.7455, 6.9863, 10.2384)
H (9.9074, 8.1036, 10.8898)
H (8.6807, 8.5532, 8.2299)
H (9.4153, 6.9509, 8.7312)
H (10.5136, 8.3673, 8.5893)
H (9.9916, 10.1638, 11.0379)
C (16.9326, 9.8938, 15.5506)
C (17.6083, 9.7345, 14.1637)
C (18.1054, 8.2508, 13.9604)
O (16.7763, 9.9982, 13.0523)
H (17.7125, 10.1699, 16.2564)
H (16.5134, 8.9092, 15.9059)
H (16.1848, 10.7180, 15.5414)
H (18.4660, 10.4405, 14.1190)
H (18.8228, 8.1506, 14.7873)
H (18.7019, 8.2886, 13.0700)
H (17.3389, 7.5113, 13.8484)
H (16.0413, 10.5392, 13.4444)
C (13.8791, 13.4971, 6.3926)
C (13.7678, 14.6460, 7.4040)
C (14.1492, 15.9568, 6.7544)
O (12.4924, 14.6809, 8.0207)
H (13.4044, 13.7853, 5.4571)
H (13.3667, 12.6054, 6.7660)
H (14.8976, 13.2694, 6.2377)
H (14.3808, 14.4222, 8.2483)
H (13.3768, 16.3347, 6.1636)
H (15.0025, 15.8505, 6.1324)
H (14.2790, 16.6886, 7.5598)
H (12.3678, 15.4498, 8.5380)
C (7.0974, 13.6694, 11.3396)
C (6.6390, 12.7418, 10.1839)
C (7.4569, 13.0125, 8.9319)
O (6.8153, 11.3779, 10.4943)
H (6.4851, 13.5502, 12.2234)
H (7.0844, 14.6772, 10.9393)
H (8.1558, 13.5099, 11.6485)
H (5.5987, 12.8658, 9.9522)
H (7.1867, 12.2440, 8.1624)
H (8.4998, 12.8089, 9.1927)
H (7.3601, 14.0792, 8.7052)
H (7.7721, 11.1323, 10.4257)
C (10.1452, 15.9599, 9.2516)
C (9.3269, 16.9355, 10.0130)
C (9.8994, 18.3379, 10.0077)
O (7.9566, 16.9988, 9.5586)
H (9.5768, 14.9959, 9.2204)
H (11.0269, 15.7803, 9.8730)
H (10.3985, 16.1603, 8.1958)
H (9.2967, 16.5575, 11.0672)
H (9.9989, 18.6493, 8.9894)
H (10.9195, 18.2181, 10.4441)
H (9.2620, 19.0276, 10.5649)
H (8.0990, 17.1727, 8.6011)
C (19.5147, 11.6228, 10.0454)
C (18.1138, 11.1109, 9.5998)
C (18.1156, 9.6145, 9.3248)
O (17.1285, 11.4312, 10.6068)
H (20.1155, 11.7058, 9.1675)
H (19.9273, 10.8955, 10.7269)
H (19.3459, 12.5501, 10.5519)
H (17.8006, 11.6736, 8.6754)
H (17.0956, 9.2773, 9.1210)
H (18.4194, 9.0009, 10.1733)
H (18.8132, 9.4264, 8.4803)
H (17.0946, 10.8551, 11.3843)
C (8.3382, 10.9258, 13.7032)
C (8.6666, 12.2587, 14.3167)
O (9.7702, 12.8700, 13.6820)
O (9.4719, 10.0910, 13.8550)
H (7.9113, 10.9370, 12.7080)
H (7.5841, 10.4195, 14.3215)
H (8.8365, 12.1617, 15.3873)
H (7.7711, 12.9068, 14.2186)
H (10.5522, 12.3352, 13.8913)
H (10.2036, 10.3302, 13.2473)
C (14.5019, 12.0982, 9.6613)
C (12.9961, 11.8969, 9.5896)
O (12.2553, 12.8916, 10.1758)
O (14.7763, 12.6709, 11.0008)
H (14.8026, 12.8708, 8.9992)
H (15.0533, 11.2089, 9.4291)
H (12.7076, 10.9618, 10.0895)
H (12.7778, 11.7641, 8.5556)
H (12.1287, 13.6569, 9.5946)
H (15.7384, 12.4899, 11.1159)
C (14.5020, 16.3301, 10.4129)
C (14.3465, 17.8204, 10.3499)
O (13.5983, 18.2923, 11.4915)
O (13.2176, 15.6298, 10.4539)
H (14.9668, 16.0762, 11.3937)
H (15.0724, 15.8351, 9.5773)
H (13.8186, 18.0917, 9.4383)
H (15.3324, 18.3450, 10.3034)
H (14.2149, 18.3818, 12.2265)
H (12.6943, 16.0313, 11.1877)
C (12.2847, 8.3297, 13.1733)
C (12.4604, 9.3678, 12.0243)
O (11.5859, 10.5046, 12.1023)
O (11.0749, 7.6804, 13.2249)
H (12.6909, 8.6258, 14.1388)
H (13.0518, 7.5816, 12.7861)
H (12.2116, 8.8377, 11.1183)
H (13.4735, 9.7313, 12.0361)
H (12.0141, 11.1968, 12.6403)
H (10.3288, 8.2306, 13.4784)

Properties
LUMO (alpha / beta) ... 0.4 / 0.3 eV
Gap between HOMO and LUMO (alpha / beta) ... 4.3 / 9.3 eV
Strongest force on any atom ... 3.207 eV/Å
Multiplicity ... 4
E ... -89396.74493 eV

***

Entry 3:
Computed, not measured: a 13-piece molecular cluster, C31H88O13 overall in a non-equilibrium geometry, with wB97M-V/def2-TZVPD.

Positions of all 132 atoms, in Å:
C (-2.6541, -4.4701, -2.0753)
C (-1.1865, -4.4056, -1.7396)
C (-0.8570, -3.3668, -0.6784)
O (-0.8108, -5.7083, -1.2367)
H (-2.7546, -5.0446, -2.9997)
H (-3.0894, -3.4901, -2.2803)
H (-3.2737, -4.9486, -1.3173)
H (-0.6207, -4.2390, -2.6595)
H (0.1344, -3.4486, -0.2381)
H (-1.5709, -3.5556, 0.1347)
H (-1.1939, -2.3671, -0.9646)
H (0.1518, -5.7334, -1.2559)
C (-5.8351, 1.8800, 2.4114)
C (-4.8322, 2.5743, 1.4767)
C (-3.4174, 2.2488, 1.9274)
O (-5.0808, 2.1242, 0.1527)
H (-5.6008, 0.8127, 2.4139)
H (-6.8812, 2.0228, 2.1422)
H (-5.7647, 2.2079, 3.4552)
H (-4.9301, 3.6640, 1.5101)
H (-3.3107, 1.1722, 2.0694)
H (-3.2416, 2.7236, 2.8973)
H (-2.7385, 2.7153, 1.2121)
H (-5.0188, 1.1464, 0.1875)
C (1.4878, -2.3973, -3.7673)
C (0.4700, -2.6640, -4.8358)
C (-0.8737, -1.9839, -4.5807)
O (0.9795, -2.2434, -6.1159)
H (2.4913, -2.8092, -3.9074)
H (1.0959, -2.7331, -2.8041)
H (1.7561, -1.3324, -3.7468)
H (0.3251, -3.7450, -4.9421)
H (-1.4434, -2.4441, -3.7701)
H (-1.5428, -2.0855, -5.4360)
H (-0.7089, -0.9419, -4.2980)
H (0.5234, -1.4326, -6.3611)
C (0.9492, 0.1762, -0.8643)
C (0.0440, -0.1051, 0.3254)
C (0.1112, 0.9058, 1.4442)
O (-1.3174, -0.0273, -0.1913)
H (2.0052, 0.1297, -0.5790)
H (0.6787, 1.1626, -1.2418)
H (0.9961, -0.5094, -1.7132)
H (0.1568, -1.1306, 0.6939)
H (1.0212, 0.7653, 2.0431)
H (-0.6747, 0.7069, 2.1757)
H (0.1650, 1.9399, 1.1077)
H (-1.8312, -0.2176, 0.6006)
C (-2.5698, -1.9678, 2.4892)
C (-3.7507, -2.9238, 2.5607)
C (-4.7621, -2.6603, 3.6812)
O (-4.3151, -2.9779, 1.2516)
H (-2.8537, -1.0805, 1.9159)
H (-1.7156, -2.4188, 1.9907)
H (-2.3251, -1.6399, 3.4982)
H (-3.3414, -3.9317, 2.7189)
H (-5.5864, -3.3597, 3.5033)
H (-5.1851, -1.6566, 3.6082)
H (-4.4194, -2.8508, 4.6952)
H (-4.9607, -3.6945, 1.2201)
C (4.3086, 1.9578, 5.5715)
C (3.8698, 1.7481, 4.1189)
C (4.7696, 0.7169, 3.4226)
O (2.4998, 1.3811, 4.0284)
H (5.3288, 2.3439, 5.5716)
H (4.3356, 1.0223, 6.1322)
H (3.6132, 2.6529, 6.0402)
H (3.9930, 2.6532, 3.5196)
H (5.8155, 0.9014, 3.6460)
H (4.5642, 0.7326, 2.3506)
H (4.4747, -0.3079, 3.6856)
H (2.4598, 0.4273, 3.9047)
C (0.5755, -4.2234, 5.3581)
C (1.1878, -3.4217, 4.2074)
C (1.0693, -4.1345, 2.8828)
O (0.4383, -2.1968, 4.1055)
H (-0.5053, -4.3411, 5.2441)
H (0.6009, -3.6391, 6.2829)
H (1.0619, -5.1944, 5.4600)
H (2.2347, -3.1944, 4.4352)
H (1.8251, -4.9149, 2.7756)
H (1.0835, -3.4637, 2.0260)
H (0.1264, -4.6905, 2.8419)
H (0.7424, -1.5907, 4.7875)
C (5.3426, 1.6357, -4.5757)
C (4.9716, 1.8145, -3.1309)
C (3.9303, 0.8808, -2.6071)
O (6.1345, 1.6656, -2.2432)
H (5.4192, 0.5787, -4.8424)
H (6.2495, 2.1633, -4.8671)
H (4.5502, 2.0808, -5.1855)
H (4.6190, 2.8322, -2.9432)
H (3.6616, 1.0384, -1.5667)
H (4.0769, -0.2024, -2.7129)
H (3.0004, 0.9831, -3.1851)
H (6.4306, 0.7755, -2.4852)
C (0.3367, 4.2202, -5.3651)
C (0.8845, 4.6901, -4.0305)
C (1.9701, 3.7997, -3.4282)
O (1.2695, 6.0566, -3.9597)
H (-0.2575, 5.0401, -5.7911)
H (-0.4252, 3.4515, -5.2498)
H (1.0820, 3.9904, -6.1295)
H (0.0217, 4.5961, -3.3598)
H (2.8403, 3.7815, -4.0930)
H (1.6666, 2.7943, -3.1380)
H (2.3384, 4.2647, -2.5097)
H (1.7641, 6.2401, -4.7700)
C (-2.0274, 2.2327, -2.8398)
O (-1.4533, 0.9292, -2.8718)
H (-2.0445, 2.6659, -3.8391)
H (-3.0724, 2.1363, -2.5276)
H (-1.4896, 2.9071, -2.1689)
H (-1.3448, 0.6717, -1.9386)
C (-4.5868, -0.7716, -1.3779)
O (-5.1751, -0.6660, -0.0799)
H (-5.0221, -1.6256, -1.8987)
H (-4.7036, 0.1715, -1.9046)
H (-3.5049, -0.9538, -1.3814)
H (-4.9123, -1.4952, 0.3666)
C (3.7601, 2.9306, 0.3555)
O (5.0985, 2.5376, 0.6362)
H (3.3528, 3.4502, 1.2232)
H (3.6659, 3.6578, -0.4635)
H (3.1459, 2.0793, 0.0419)
H (5.4837, 2.4256, -0.2452)
C (-0.9028, 2.8601, 3.7025)
O (-0.6731, 1.7645, 4.5963)
H (-0.6313, 3.7586, 4.2583)
H (-0.2405, 2.7996, 2.8312)
H (-1.9149, 2.8459, 3.3108)
H (0.1398, 1.9556, 5.0708)

Properties
LUMO ... 0.4 eV
Gap between HOMO and LUMO ... 9.8 eV
Strongest force on any atom ... 2.206 eV/Å
Multiplicity ... 1
E ... -60188.52831 eV
Relative energy (zero: lowest compared OMol25 entry of this formula, charge and spin) ... 206.6 kJ/mol